C4H6OS2 | the ωB97M-V functional and the def2-TZVPD basis

Cartesian coordinates (Å):
O  -2.7210  -0.0684  0.3147
C  -1.5472  -0.8220  0.5234
C  -0.4602  -0.3883  -0.5420
S  -0.0904  1.3841  -0.4574
C  1.3114  1.1841  0.5602
C  1.8900  -0.0301  0.6251
S  1.1129  -1.2920  -0.3085
H  -2.4527  0.8086  0.2003
H  -1.1717  -0.7509  1.5086
H  -1.8249  -1.8946  0.3332
H  -0.8332  -0.6242  -1.5494
H  1.7040  2.0732  1.0830
H  2.8229  -0.2014  1.1606

Atoms 1-6, force components in eV/Å:
O -0.60 -2.23 0.35
C -0.12 -0.82 -2.44
C -0.43 -0.81 0.62
S -0.15 -0.01 -0.15
C 0.93 -0.17 0.72
C -0.49 1.20 -0.07

Computed properties:
F_max, eV/A: 2.573
SMILES: OCC1SC=CS1
Energy relative to the best compared isomer or geometry (same formula, charge and spin), kcal per mole: 20.7
E_tot, Ha: -1027.5986

Here are the natural (NBO) charges for atoms 1 to 5, given in e:
1 O -0.71
2 C -0.08
3 C -0.51
4 S 0.26
5 C -0.41